No. 1
C33H36CsN4O3S3 as an isolated structure. Source: the OMol25 dataset; level of theory: the ωB97M-V functional and the def2-TZVPD basis.

- ΔE to the lowest compared entry with this formula, charge and spin: 26.6 kcal per mole
- Gap between HOMO and LUMO: 8.7 eV
- LUMO: -2.413 eV
- Net charge: +1
- HOMO level: -11.12 eV

Atoms and positions in Å:
Cs  0.55  -0.29  -0.22
S  0.63  2.65  -1.54
S  -0.11  -2.05  -3.68
S  4.25  -1.51  -0.48
O  5.28  2.07  -2.23
O  0.17  -1.36  -2.38
O  2.84  -1.09  -0.21
N  -1.98  -7.68  3.39
N  -0.87  -2.68  1.82
N  1.54  2.05  -3.96
N  3.12  2.66  -2.33
C  -0.48  -4.73  -4.26
C  -1.74  -6.60  3.09
C  5.37  -4.02  -0.76
C  4.35  2.40  -2.94
C  -0.35  -4.16  -1.92
C  -0.31  -3.79  -3.26
C  -1.45  -5.26  2.68
C  1.50  -2.23  -4.55
C  5.32  -5.41  -0.79
C  1.79  2.44  -2.71
C  -0.13  -4.82  2.61
C  4.53  -1.23  -2.29
C  4.52  2.64  -4.40
C  3.97  3.75  -5.03
C  0.21  1.84  -4.52
C  4.95  3.05  -7.11
C  -2.13  -3.11  1.91
C  -0.52  -5.50  -1.59
C  5.33  1.77  -5.12
C  2.99  -3.96  -0.36
C  4.11  -6.07  -0.61
C  2.69  -2.43  -3.61
C  0.10  -3.52  2.18
C  4.20  -3.31  -0.55
C  0.08  4.16  -5.55
C  -0.64  -6.07  -3.92
C  3.24  -1.10  -3.09
C  4.18  3.95  -6.39
C  2.95  -5.35  -0.39
C  5.53  1.96  -6.48
C  -2.48  -4.39  2.34
C  -0.65  -6.45  -2.59
C  0.03  2.65  -5.80
H  1.61  -1.33  -5.14
H  1.37  -3.07  -5.23
H  -0.52  2.14  -3.78
H  -0.27  -3.40  -1.16
H  5.10  -0.30  -2.31
H  2.01  -5.86  -0.25
H  3.39  4.47  -4.46
H  5.82  0.94  -4.61
H  3.76  4.82  -6.87
H  -0.75  4.47  -4.91
H  4.08  -7.15  -0.63
H  2.48  -0.62  -2.47
H  -0.94  2.39  -6.24
H  5.11  3.21  -8.17
H  -3.51  -4.70  2.39
H  0.01  4.71  -6.49
H  6.23  -5.97  -0.95
H  0.07  0.78  -4.73
H  -0.57  -5.79  -0.55
H  -0.50  -4.43  -5.30
H  1.11  -3.14  2.11
H  2.40  -3.09  -2.78
H  3.20  2.76  -1.33
H  -2.90  -2.40  1.62
H  1.01  4.45  -5.06
H  0.80  2.37  -6.52
H  -0.76  -6.81  -4.70
H  2.30  2.03  -4.62
H  6.31  -3.50  -0.88
H  0.69  -5.47  2.89
H  6.15  1.28  -7.04
H  5.17  -2.04  -2.64
H  2.10  -3.37  -0.18
H  3.48  -2.95  -4.17
H  -0.78  -7.49  -2.33
H  3.43  -0.45  -3.95

***

No. 2
An isolated ion of composition C29H32BrClO7P and charge -1. Source: the OMol25 dataset; level of theory: the ωB97M-V functional and the def2-TZVPD basis.

- Structure (SMILES): CCOCc1cc(CCCCl)c2c(c1CCCC(=O)O)C(=O)c1cc(C(=O)[O-])c(P(CC)CC)c(Br)c1C2=O
- Gap between HOMO and LUMO: 6.4 eV
- LUMO: 1.655 eV
- Net charge: -1
- HOMO level: -4.70 eV

Atoms and positions in Å:
Br  -3.93  1.85  -0.28
Cl  1.73  4.45  -5.02
P  -5.37  -0.28  1.66
O  4.80  2.73  -0.12
O  -3.51  -1.53  4.67
O  1.44  0.13  2.64
O  -1.10  2.97  -0.23
O  6.60  1.41  0.10
O  4.00  -1.30  -2.97
O  -3.53  -3.13  3.09
C  4.25  -0.25  -2.05
C  -2.73  -0.96  2.57
C  0.23  2.51  -2.77
C  0.52  4.02  -2.59
C  0.37  4.78  -3.87
C  0.98  1.64  -1.81
C  -7.52  -1.26  3.04
C  4.14  -2.62  -2.44
C  4.67  -0.50  1.29
C  -6.08  -0.77  3.29
C  1.31  0.47  0.30
C  2.20  1.10  -2.22
C  3.31  -1.02  0.76
C  -5.82  -1.50  0.37
C  4.72  1.02  1.53
C  -2.89  0.78  0.92
C  -1.34  -0.83  2.56
C  -1.50  0.90  0.89
C  -0.73  0.07  1.71
C  2.78  -3.29  -2.30
C  -0.74  1.85  0.02
C  -5.16  -2.90  0.40
C  -3.54  -0.16  1.75
C  0.75  0.21  1.66
C  2.96  0.26  -1.42
C  2.53  -0.09  -0.13
C  -3.32  -1.98  3.52
C  0.55  1.31  -0.52
C  5.33  1.81  0.41
H  3.76  1.44  1.79
H  -8.15  -0.51  2.57
H  4.65  0.59  -2.62
H  -0.76  -1.47  3.21
H  4.72  -3.18  -3.17
H  -4.92  -3.25  1.40
H  1.50  4.15  -2.14
H  2.55  1.34  -3.22
H  0.51  2.26  -3.80
H  2.07  -2.66  -1.77
H  -6.90  -1.57  0.36
H  2.38  -3.53  -3.28
H  5.49  -0.85  0.67
H  4.65  -2.62  -1.49
H  -7.48  -2.16  2.43
H  -0.22  4.40  -1.88
H  5.39  1.18  2.38
H  2.73  -1.34  1.62
H  -5.83  -3.61  -0.08
H  6.67  1.30  -0.86
H  -0.84  2.36  -2.71
H  0.41  5.85  -3.69
H  -0.54  4.56  -4.41
H  -5.56  -1.57  3.81
H  3.50  -1.92  0.18
H  -7.95  -1.59  3.99
H  4.99  -0.52  -1.31
H  2.92  -4.23  -1.76
H  4.82  -0.97  2.26
H  -6.15  0.12  3.90
H  -5.55  -1.02  -0.57
H  -4.27  -2.87  -0.22

***

No. 3
A 2-piece molecular cluster, C3H11N2 overall. Source: the OMol25 dataset; level of theory: the ωB97M-V functional and the def2-TZVPD basis.

- ΔE to the lowest compared entry with this formula, charge and spin: 63.7 kcal per mole
- Gap between HOMO and LUMO: 10.4 eV
- LUMO: -4.728 eV
- Net charge: +1
- HOMO level: -15.10 eV

Atoms and positions in Å:
N  0.15  -0.26  1.03
N  -0.31  -0.66  -1.56
C  1.31  0.44  1.27
C  -0.74  0.79  -1.91
C  -0.70  -0.70  1.94
H  -0.84  -1.25  -2.13
H  -0.34  1.38  -1.13
H  -0.15  -0.78  0.00
H  1.14  1.45  1.60
H  1.75  -0.01  2.23
H  0.61  -0.79  -1.91
H  -0.42  1.17  -2.85
H  1.90  0.57  0.37
H  -1.39  -1.55  1.79
H  -1.75  0.57  -1.61
H  -0.22  -0.37  2.86

***

No. 4
C27H28IN3O2Ru as an isolated structure. Source: the OMol25 dataset; level of theory: the ωB97M-V functional and the def2-TZVPD basis.

- Spin multiplicity: 5
- ΔE to the lowest compared entry with this formula, charge and spin: 55.7 kcal per mole
- Gap between HOMO and LUMO (alpha / beta): 6.8 / 5.8 eV
- LUMO (alpha / beta): -6.602 / -8.167 eV
- Net charge: +2
- HOMO level (alpha / beta): -13.36 / -14.01 eV

Atoms and positions in Å:
I  2.03  0.21  -2.92
Ru  -0.65  0.38  -2.23
O  -1.68  0.76  -0.74
O  -1.74  -1.37  -0.01
N  -0.83  -0.99  -3.59
N  -1.19  -1.10  2.63
N  -0.57  1.54  -3.79
C  -2.53  0.48  1.39
C  -1.97  -0.14  0.17
C  2.61  -2.09  3.75
C  -0.74  -3.26  -4.20
C  -2.41  0.67  3.77
C  0.09  3.63  -4.59
C  1.90  0.45  0.96
C  0.08  3.09  -5.88
C  -3.52  2.37  2.43
C  1.89  -0.99  0.83
C  -0.59  -2.89  -5.52
C  2.24  -0.75  3.86
C  -3.15  1.84  3.69
C  -0.14  2.80  -3.51
C  1.66  -3.10  3.53
C  -2.03  0.01  2.63
C  3.36  0.26  4.06
C  0.33  -2.74  3.35
C  -3.19  1.69  1.27
C  -0.78  -2.29  -3.22
C  0.55  1.10  3.78
C  -0.14  1.73  -6.03
C  0.89  -0.36  3.71
C  -0.65  -0.55  -4.87
C  -0.48  -1.54  -5.82
C  -0.05  -1.38  3.36
C  -0.49  0.89  -4.99
H  1.47  -1.11  -0.24
H  0.01  1.31  4.69
H  -2.13  0.23  4.71
H  2.74  1.11  0.77
H  3.17  0.89  4.94
H  -1.49  -1.83  1.97
H  -0.78  -4.31  -3.91
H  1.96  -4.14  3.49
H  0.35  4.66  -4.38
H  -0.27  -1.21  -6.83
H  1.29  1.01  1.64
H  1.44  1.73  3.77
H  2.78  -1.65  0.83
H  -3.42  2.05  0.27
H  -0.40  -3.49  3.09
H  0.01  3.07  -2.44
H  0.27  3.72  -6.72
H  -4.09  3.30  2.37
H  -0.55  -3.63  -6.31
H  4.31  -0.26  4.22
H  -0.07  1.44  2.95
H  3.68  -2.36  3.86
H  -0.02  1.25  -6.97
H  -0.77  -2.48  -2.14
H  1.22  0.70  0.03
H  -3.45  2.33  4.60
H  3.51  0.92  3.19
H  1.12  -1.64  1.25

***

No. 5
One molecule with the formula C4HN3. Source: the OMol25 dataset; level of theory: the ωB97M-V functional and the def2-TZVPD basis.

- Structure (SMILES): N#CC(C#N)C#N
- ΔE to the lowest compared entry with this formula, charge and spin: 0.0 kcal per mole
- Gap between HOMO and LUMO: 13.1 eV
- LUMO: 0.080 eV
- HOMO level: -13.00 eV

Atoms and positions in Å:
N  2.42  -0.69  -0.34
N  -0.44  2.35  -0.26
N  -2.04  -1.40  -0.30
C  -0.26  1.26  0.08
C  1.38  -0.56  0.15
C  -1.04  -0.91  0.03
C  0.01  -0.10  0.52
H  -0.15  0.04  1.57

***

No. 6
One molecule with the formula C5H7N3. Source: the OMol25 dataset; level of theory: the ωB97M-V functional and the def2-TZVPD basis.

- Structure (SMILES): C=C1C=NC=CN1N
- ΔE to the lowest compared entry with this formula, charge and spin: 126.1 kcal per mole
- Gap between HOMO and LUMO: 8.2 eV
- LUMO: 0.853 eV
- HOMO level: -7.33 eV

Atoms and positions in Å:
N  -0.38  0.36  0.08
N  2.08  0.74  -1.48
N  -1.42  0.28  1.06
C  0.97  1.48  -1.49
C  2.07  -0.33  -0.85
C  -0.14  1.34  -0.69
C  0.44  -0.85  -0.02
C  0.15  -2.03  0.48
H  3.06  -0.77  -0.69
H  -0.87  -2.34  0.75
H  1.24  2.42  -2.05
H  -0.93  2.08  -0.77
H  -0.94  0.34  1.92
H  0.84  -2.92  0.47
H  -2.21  0.82  0.98

***

In order of appearance, calculated total energy = -2938.367392; -5026.601077; -230.080835; -1752.338183; -317.219465; -358.817375 Ha.